[1]
This record from OMol25 describes an isolated molecule of C18H28N2O3S in a non-equilibrium geometry. The level of theory is ωB97M-V/def2-TZVPD.

Each line ends with the natural charge from an NBO analysis.
Element x y z (Å)
1 C 4.407 -3.219 -0.248  -0.6071
2 C 3.430 -2.063 -0.449  -0.2316
3 N 4.003 -0.797 -0.041  -0.6789
4 C 4.529 0.089 -1.053  -0.2267
5 C 5.791 -0.450 -1.717  -0.6127
6 S 3.272 -0.003 1.221  2.3248
7 O 2.700 -0.983 2.094  -0.9364
8 O 4.216 0.932 1.758  -0.9421
9 C 1.943 0.948 0.461  -0.2508
10 C 2.082 2.317 0.330  -0.2106
11 C 1.084 3.045 -0.298  -0.2095
12 C -0.043 2.403 -0.784  -0.1787
13 C -0.182 1.025 -0.644  -0.1310
14 C -1.354 0.271 -1.193  0.6564
15 O -1.230 -0.820 -1.712  -0.6158
16 N -2.538 0.914 -1.082  -0.6054
17 C -3.784 0.302 -1.482  -0.2179
18 C -4.548 -0.328 -0.310  -0.2242
19 C -5.750 -1.114 -0.836  -0.3965
20 C -6.523 -1.759 0.311  -0.3930
21 C -6.989 -0.699 1.303  -0.3959
22 C -5.795 0.084 1.837  -0.3930
23 C -5.019 0.729 0.691  -0.4010
24 C 0.828 0.297 -0.021  -0.1814
25 H 4.715 -3.248 0.793  0.2196
26 H 5.289 -3.109 -0.870  0.2034
27 H 3.916 -4.157 -0.497  0.2114
28 H 3.101 -2.005 -1.493  0.1904
29 H 2.562 -2.242 0.186  0.2274
30 H 4.764 1.019 -0.532  0.2258
31 H 3.766 0.299 -1.820  0.1784
32 H 6.519 -0.722 -0.958  0.2180
33 H 6.219 0.318 -2.356  0.2174
34 H 5.568 -1.320 -2.327  0.2037
35 H 2.967 2.787 0.727  0.2468
36 H 1.186 4.114 -0.412  0.2219
37 H -0.804 2.974 -1.297  0.2171
38 H -2.589 1.757 -0.532  0.3963
39 H -3.525 -0.475 -2.206  0.2349
40 H -4.406 1.057 -1.973  0.1917
41 H -3.870 -1.021 0.200  0.2047
42 H -5.408 -1.884 -1.531  0.2117
43 H -6.411 -0.437 -1.383  0.1926
44 H -7.382 -2.304 -0.085  0.2078
45 H -5.878 -2.476 0.823  0.1958
46 H -7.524 -1.171 2.130  0.2087
47 H -7.680 -0.014 0.805  0.1917
48 H -6.134 0.854 2.533  0.2072
49 H -5.134 -0.593 2.383  0.1966
50 H -4.163 1.272 1.099  0.1993
51 H -5.664 1.448 0.178  0.1924
52 H 0.723 -0.771 0.089  0.2461

Properties
**Net charge**: 0
**HOMO**: -0.3504 hartree
**ΔE to the lowest compared entry with this formula, charge and spin**: 45.3 kJ/mol
**Structure (SMILES)**: CCN(CC)S(=O)(=O)c1cccc(C(=O)NCC2CCCCC2)c1

=====

[2]
This record from OMol25 describes a cluster of 10 separate species, C19H61N11O10 in total in a non-equilibrium geometry. The level of theory is ωB97M-V/def2-TZVPD.

Each line ends with the Löwdin charge.
Element x y z (Å)
1 C -3.366 1.848 2.432  -0.0907
2 O -4.670 2.332 2.172  -0.1846
3 C -4.988 2.580 0.810  -0.2104
4 C -6.192 3.482 0.700  -0.4332
5 C -6.722 3.704 -0.730  -0.0719
6 N -6.145 4.812 1.354  0.0477
7 H -2.656 2.675 2.516  0.0920
8 H -3.025 1.222 1.600  0.0652
9 H -3.299 1.226 3.322  0.0766
10 H -4.141 3.147 0.387  0.1218
11 H -4.881 1.625 0.293  0.1033
12 H -6.987 2.909 1.189  0.1312
13 H -5.955 4.161 -1.362  0.0714
14 H -7.600 4.345 -0.782  0.0754
15 H -6.973 2.742 -1.181  0.0680
16 H -5.749 5.453 0.665  0.0630
17 H -5.316 4.773 1.950  0.0675
18 C 2.956 -2.380 -1.629  -0.0894
19 O 3.571 -3.103 -0.540  -0.2048
20 C 4.551 -2.300 0.100  -0.2028
21 C 5.820 -2.010 -0.766  -0.4485
22 C 6.282 -3.263 -1.495  -0.0601
23 N 6.910 -1.432 0.033  0.0383
24 H 2.401 -3.168 -2.143  0.0937
25 H 3.603 -1.899 -2.362  0.0733
26 H 2.174 -1.695 -1.299  0.0574
27 H 4.170 -1.316 0.391  0.1157
28 H 4.876 -2.871 0.972  0.1250
29 H 5.537 -1.315 -1.559  0.1096
30 H 7.209 -2.960 -1.990  0.0787
31 H 5.625 -3.587 -2.299  0.0751
32 H 6.498 -4.047 -0.768  0.0827
33 H 7.288 -2.144 0.654  0.0698
34 H 6.520 -0.791 0.720  0.0654
35 C 4.625 0.484 -4.230  -0.1057
36 O 3.377 0.533 -4.896  -0.2011
37 C 2.514 1.639 -4.841  -0.1980
38 C 1.330 1.530 -3.866  -0.4216
39 C 1.660 0.745 -2.651  -0.0815
40 N 0.214 0.817 -4.551  0.0345
41 H 4.561 0.653 -3.154  0.0736
42 H 5.280 1.218 -4.711  0.0867
43 H 5.144 -0.452 -4.431  0.0845
44 H 3.086 2.532 -4.563  0.1213
45 H 2.123 1.795 -5.847  0.1217
46 H 0.936 2.525 -3.649  0.1345
47 H 0.767 0.728 -2.022  0.0630
48 H 2.447 1.173 -2.020  0.0884
49 H 1.988 -0.253 -2.938  0.0649
50 H -0.307 0.559 -3.711  0.0165
51 H 0.606 -0.122 -4.671  0.0686
52 N -4.330 -4.411 0.375  0.1656
53 C -3.593 -3.282 0.414  -0.6745
54 N -2.253 -3.459 0.241  0.1590
55 O -4.045 -2.133 0.518  -0.0038
56 H -3.755 -5.231 0.375  0.0953
57 H -5.327 -4.303 0.338  0.1162
58 H -1.973 -4.414 0.106  0.0917
59 H -1.684 -2.715 0.619  0.0570
60 N 1.738 -3.696 1.522  0.1724
61 C 2.117 -3.418 2.791  -0.6499
62 N 2.252 -4.593 3.508  0.1398
63 O 2.169 -2.300 3.297  0.0192
64 H 1.714 -4.672 1.319  0.0949
65 H 1.442 -2.938 0.924  0.0809
66 H 1.838 -5.406 3.106  0.0820
67 H 2.489 -4.434 4.473  0.1031
68 N -3.744 1.723 -3.173  0.1614
69 C -2.893 1.101 -2.301  -0.6611
70 N -3.466 0.327 -1.369  0.1818
71 O -1.686 1.301 -2.390  -0.0038
72 H -4.711 1.492 -3.320  0.0943
73 H -3.294 2.206 -3.932  0.1069
74 H -4.471 0.284 -1.403  0.0953
75 H -3.024 -0.406 -0.840  0.0757
76 N 0.053 -0.906 4.812  0.1718
77 C -0.786 0.078 5.215  -0.6901
78 N -1.982 -0.389 5.634  0.1369
79 O -0.631 1.302 5.185  0.0092
80 H 0.868 -0.573 4.319  0.0594
81 H -0.128 -1.868 5.012  0.0937
82 H -2.601 0.362 5.892  0.1039
83 H -2.262 -1.351 5.640  0.0918
84 C -0.742 3.302 -0.014  -0.1483
85 O -0.863 4.605 0.561  -0.1192
86 H -0.226 3.393 -0.970  0.0811
87 H -0.050 2.822 0.681  0.0553
88 H -1.634 2.677 -0.060  0.0505
89 H -1.113 5.206 -0.145  0.0700
90 C 2.458 1.598 2.017  -0.1386
91 O 1.693 0.929 3.007  -0.1367
92 H 1.890 1.857 1.124  0.0641
93 H 2.840 2.529 2.449  0.0872
94 H 3.338 0.999 1.786  0.0796
95 H 0.865 1.426 3.011  0.0725
96 C -0.370 -0.555 0.710  -0.1283
97 O 1.013 -0.810 0.713  -0.1396
98 H -0.888 -1.370 1.217  0.0594
99 H -0.620 0.415 1.147  0.0741
100 H -0.769 -0.486 -0.303  0.0730
101 H 1.457 -0.674 1.560  0.0459

Properties
**Net charge**: 0
**HOMO**: -0.3348 hartree
**ΔE to the lowest compared entry with this formula, charge and spin**: 0.0 kJ/mol
**Structure (SMILES)**: COC[C@H](C)N.COC[C@H](C)N.COC[C@H](C)N.NC(N)=O.NC(N)=O.NC(N)=O.NC(N)=O.CO.CO.CO

=====

[3]
This record from OMol25 describes the ion C7H10N3 with charge +1 in a non-equilibrium geometry. The level of theory is ωB97M-V/def2-TZVPD.

Each line ends with the natural charge from an NBO analysis.
Element x y z (Å)
1 C -3.210 0.665 0.772  0.2975
2 N -2.105 0.592 0.444  -0.2001
3 C -0.830 0.471 0.395  -0.0388
4 C 0.294 1.181 0.745  0.2365
5 C 0.338 2.317 1.708  -0.6334
6 N 1.427 0.619 0.312  -0.2515
7 N 1.145 -0.434 -0.442  -0.1384
8 C 2.283 -1.179 -0.844  -0.4486
9 C -0.110 -0.749 -0.696  0.3705
10 C -0.903 -1.859 -1.247  -0.6687
11 H -4.165 0.892 0.385  0.2635
12 H -0.581 2.492 2.174  0.2214
13 H 1.017 2.108 2.441  0.2509
14 H 0.502 3.191 1.296  0.2434
15 H 2.180 -1.904 -1.644  0.2358
16 H 3.065 -0.491 -1.419  0.2548
17 H 2.802 -1.728 -0.094  0.2480
18 H -1.375 -2.289 -0.481  0.2504
19 H -1.521 -1.448 -2.057  0.2601
20 H -0.255 -2.447 -1.747  0.2466

Properties
**Net charge**: +1
**HOMO (alpha / beta)**: -0.4774 / -0.4774 hartree
**ΔE to the lowest compared entry with this formula, charge and spin**: 506.2 kJ/mol
**Structure (SMILES)**: C#[N+]c1c(C)nn(C)c1C

=====

[4]
This record from OMol25 describes an isolated molecule of C3H3NO2 in a non-equilibrium geometry. The level of theory is ωB97M-V/def2-TZVPD.

Each line ends with the natural charge from an NBO analysis.
Element x y z (Å)
1 O -2.046 -1.142 0.696  -0.5631
2 C -1.073 -0.616 0.336  0.7114
3 C 0.203 -0.346 0.942  -0.4735
4 C 0.933 0.413 0.035  0.0450
5 N 0.252 0.466 -1.130  -0.2691
6 O -1.009 -0.124 -1.016  -0.3359
7 H 0.499 -0.623 1.962  0.2486
8 H 1.826 0.986 0.138  0.2277
9 H 0.414 0.987 -1.962  0.4090

Properties
**Net charge**: 0
**HOMO**: -0.3246 hartree
**ΔE to the lowest compared entry with this formula, charge and spin**: 228.5 kJ/mol
**Structure (SMILES)**: O=c1cc[nH]o1

=====

[5]
This record from OMol25 describes an isolated molecule of C3H3Cl2F in a non-equilibrium geometry. The level of theory is ωB97M-V/def2-TZVPD.

Each line ends with the natural charge from an NBO analysis.
Element x y z (Å)
1 F -0.021 -1.645 -1.050  -0.3468
2 C -0.285 -0.846 0.079  0.1611
3 C -0.514 0.548 -0.228  -0.2738
4 Cl -1.311 1.510 1.025  -0.0349
5 C 0.795 0.263 0.288  -0.2658
6 Cl 1.958 0.012 -0.974  0.0221
7 H -1.037 -1.434 0.728  0.2266
8 H -0.674 1.002 -1.159  0.2511
9 H 1.089 0.591 1.293  0.2604

Properties
**Net charge**: 0
**HOMO**: -0.3827 hartree
**ΔE to the lowest compared entry with this formula, charge and spin**: 131.9 kJ/mol
**Structure (SMILES)**: FC1[C@@H](Cl)[C@@H]1Cl

=====

[6]
This record from OMol25 describes an isolated molecule of C6H10N2 in a non-equilibrium geometry. The level of theory is ωB97M-V/def2-TZVPD.

Each line ends with the natural charge from an NBO analysis.
Element x y z (Å)
1 H -3.661 -1.980 0.218  0.3470
2 N -2.933 -1.318 0.027  -0.5909
3 C -3.178 -0.073 0.247  0.0446
4 C -2.301 1.074 0.130  0.0169
5 N -0.986 1.030 0.002  -0.3895
6 C 0.139 0.006 -0.039  -0.0895
7 C 1.516 -0.025 -0.133  0.0801
8 C 2.184 1.324 -0.460  -0.6745
9 C 2.260 -1.302 0.224  -0.6440
10 H -4.234 0.097 0.366  0.1545
11 H -2.647 2.078 0.177  0.1990
12 H -0.322 -1.017 0.210  0.1864
13 H 2.741 1.236 -1.377  0.2120
14 H 2.855 1.824 0.205  0.2266
15 H 1.243 1.776 -0.798  0.2457
16 H 2.267 -1.274 1.303  0.2299
17 H 3.290 -1.317 -0.119  0.2164
18 H 1.765 -2.137 -0.183  0.2293

Properties
**Net charge**: 0
**HOMO**: -0.3145 hartree
**ΔE to the lowest compared entry with this formula, charge and spin**: 377.9 kJ/mol
**Structure (SMILES)**: [H]/N=C/C=N\C=C(C)C

=====

[7]
This record from OMol25 describes an isolated molecule of C3H5N3O in a non-equilibrium geometry. The level of theory is ωB97M-V/def2-TZVPD.

Each line ends with the natural charge from an NBO analysis.
Element x y z (Å)
1 C 1.608 -0.094 0.849  -0.4695
2 N 1.155 0.291 -0.597  -0.3011
3 C -0.088 -0.003 -0.779  0.2372
4 C -0.434 0.618 -1.996  0.2271
5 N -0.601 1.324 -2.916  -0.2647
6 N -1.080 -0.014 0.406  -0.3012
7 O -2.132 -0.798 -0.108  -0.5683
8 H 1.059 0.743 1.619  0.2042
9 H 1.238 -1.071 1.238  0.1874
10 H 2.636 -0.079 0.968  0.2182
11 H -0.403 -0.697 1.032  0.3500
12 H -2.957 -0.220 0.284  0.4807

Properties
**Net charge**: 0
**HOMO**: -0.3873 hartree
**ΔE to the lowest compared entry with this formula, charge and spin**: 567.7 kJ/mol
**Structure (SMILES)**: C/N=C(/C#N)NO